ORCA calculation (the ωB97M-V functional and the def2-TZVPD basis) on a cluster of 2 separate species, C5H10O3 in total.

SMILES string = CCC=O.O=CCO
Highest occupied orbital energy = -9.79 eV

```
! wB97M-V def2-TZVPD RIJCOSX def2/J DEFGRID3
* xyz 0 1
C -1.60 -0.23 -0.57
C 1.67 -0.45 -1.26
O -1.38 0.17 -1.69
O 1.28 0.30 -2.37
H 0.32 0.48 -2.32
H 0.93 -1.21 -0.97
H -2.00 -1.24 -0.40
H 2.59 -0.99 -1.55
C -1.41 0.58 0.67
C -1.01 -0.26 1.88
C 2.04 0.40 -0.07
O 2.21 -0.02 1.05
H 2.16 1.47 -0.32
H -2.38 1.04 0.87
H -0.69 1.38 0.49
H -0.01 -0.67 1.75
H -1.00 0.36 2.78
H -1.70 -1.08 2.03
*
```

ORCA calculation (the ωB97M-V functional and the def2-TZVPD basis) on a cluster of 3 separate species, C5H10O3 in total.

Highest occupied orbital energy (spin up / spin down) = -6.50 / -6.85 eV

```
! wB97M-V def2-TZVPD RIJCOSX def2/J DEFGRID3
* xyz 0 1
C 2.02 -0.59 -0.84
C -2.72 0.04 0.17
C 0.31 1.40 1.34
C -0.10 0.45 0.32
C -0.42 -0.37 -0.50
O 2.80 -0.18 0.24
O 2.06 -1.97 -1.05
O -3.27 -0.35 -1.04
H 3.72 -0.50 0.13
H 1.76 -2.40 -0.24
H -3.19 0.38 -1.67
H 2.24 -0.09 -1.78
H -2.87 -0.72 0.92
H -2.92 1.07 0.48
H -0.70 -1.08 -1.25
H -0.20 1.20 2.28
H 1.39 1.29 1.49
H 0.10 2.43 1.03
*
```

ORCA calculation (the ωB97M-V functional and the def2-TZVPD basis) on a structure of composition C5H10O3.

Highest occupied orbital energy = -10.17 eV

```
! wB97M-V def2-TZVPD RIJCOSX def2/J DEFGRID3
* xyz 0 1
C 0.91 -2.27 -1.42
C -0.28 -0.72 -0.02
C -0.86 -0.54 1.40
C 0.16 1.34 0.66
C -0.22 2.56 0.03
H 2.32 -2.26 -1.08
H 0.66 -1.49 -2.61
H 0.18 -3.33 -1.55
H -1.07 -1.19 -0.71
H -1.86 -0.88 1.99
H -0.16 -0.99 2.08
H 1.27 1.27 1.22
H -0.26 3.84 0.66
H 0.39 2.53 -0.94
H -1.18 2.42 -0.54
O 0.78 -1.61 -0.07
O -0.92 0.88 1.52
O 0.15 0.45 -0.63
*
```

Calculated energy relative to the best compared isomer or geometry (same formula, charge and spin), 37.5 176.9 195.7 kcal/mol (same order as the records).
Calculated maximum force, 0.56 1.86 6.38 eV/A (same order as the records).
Calculated total energy, -11488.559 -11482.516 -11481.701 eV (same order as the records).